Record 1
Molecular formula: C5H10O
Method: DFT, ωB97M-V/def2-TZVPD

Computed properties:
Energy relative to the best compared isomer or geometry (same formula, charge and spin): 253.9 kJ/mol
HOMO: -9.1436 eV
Structure (SMILES): CCOC1CC1
LUMO: 1.19 eV
HOMO-LUMO gap: 0.3798 hartree

Last column: Löwdin charge in e.
Cartesian coordinates (Å):
C 2.4276 0.2272 -0.4864  -0.077
C 1.3617 -0.2436 0.4907  -0.278
O 0.2032 0.5693 0.4665  -0.090
C -0.9735 -0.1664 0.3258  -0.462
C -2.3537 0.2106 0.6829  -0.020
C -1.7736 0.0188 -0.8712  -0.041
H 3.3159 -0.4066 -0.3788  0.075
H 2.7185 1.2623 -0.2880  0.075
H 2.0812 0.1596 -1.5229  0.076
H 1.1011 -1.2869 0.2545  0.113
H 1.7456 -0.2235 1.5159  0.116
H -0.8726 -1.2356 0.5561  0.144
H -2.8498 -0.4040 1.4541  0.094
H -2.7025 1.2355 0.7488  0.085
H -1.6627 -0.7411 -1.6549  0.095
H -1.7664 1.0244 -1.2932  0.094

Record 2
Molecular formula: C4H7NO2
Method: DFT, ωB97M-V/def2-TZVPD

Computed properties:
Energy relative to the best compared isomer or geometry (same formula, charge and spin): 231.2 kJ/mol
HOMO: -9.3521 eV
Structure (SMILES): [H]/N=C\C(=C/O)CO
LUMO: 0.39 eV
HOMO-LUMO gap: 0.3579 hartree

Last column: Löwdin charge in e.
Cartesian coordinates (Å):
H -1.6641 -1.4375 0.3052  0.054
N -1.3066 -1.1943 1.2296  0.112
C -0.2263 -0.5383 1.0935  -0.228
C 0.3409 0.0471 -0.1395  -0.205
C 1.6609 0.2593 -0.1865  -0.123
O 2.4436 -0.2711 0.7753  0.032
C -0.6216 0.4732 -1.2092  -0.237
O -1.7020 1.2389 -0.7222  -0.052
H 0.2285 -0.2413 2.0488  0.123
H 2.1712 0.8598 -0.9380  0.139
H 1.7907 -0.6943 1.3573  0.074
H -0.9910 -0.4054 -1.7604  0.121
H -0.0988 1.1030 -1.9278  0.123
H -2.0256 0.8008 0.0739  0.066

Record 3
Molecular formula: C4H4BrFO2
Method: DFT, ωB97M-V/def2-TZVPD

Computed properties:
Energy relative to the best compared isomer or geometry (same formula, charge and spin): 19.9 kJ/mol
HOMO: -10.0604 eV
Structure (SMILES): FC1(Br)CC1.O=C=O
LUMO: 0.50 eV
HOMO-LUMO gap: 0.3881 hartree

Last column: Löwdin charge in e.
Cartesian coordinates (Å):
F 0.1768 -0.6336 -2.6117  -0.001
C 0.3124 -0.3583 -1.3158  -0.858
Br 0.7079 -2.0386 -0.3478  0.714
C 0.7968 1.0033 -1.0277  -0.104
C -0.6144 0.6421 -0.6676  -0.109
H 0.8992 1.5913 -1.9010  0.095
H 1.5950 1.2608 -0.2860  0.130
H -0.5824 0.2594 0.3700  0.045
H -1.6529 0.9249 -0.9654  0.134
O -1.0366 -1.7592 3.4746  0.222
C -0.5111 -0.8962 2.9278  -0.440
O -0.0907 0.0041 2.3507  0.173

Record 4
Molecular formula: C2HN4S
Method: DFT, ωB97M-V/def2-TZVPD

Computed properties:
Charge: -1
Energy relative to the best compared isomer or geometry (same formula, charge and spin): 124.1 kJ/mol
HOMO: -3.5138 eV
Structure (SMILES): N#C[C@@H]([S-])N=[N+]=[N-]
LUMO: 4.11 eV
HOMO-LUMO gap: 0.2801 hartree

Last column: Löwdin charge in e.
Cartesian coordinates (Å):
N 1.5611 1.7205 0.4396  0.099
C 0.6091 1.0766 0.4189  -0.397
C -0.5962 0.2259 0.5074  -0.934
S -1.8718 1.2510 -0.0724  0.301
N -0.6062 -1.1670 -0.1829  0.008
N 0.2830 -1.3036 -0.9421  -0.323
N 1.0952 -1.5206 -1.6971  0.147
H -0.4743 -0.2828 1.5286  0.099

Record 5
Molecular formula: C2H3IO2
Method: DFT, ωB97M-V/def2-TZVPD

Computed properties:
Energy relative to the best compared isomer or geometry (same formula, charge and spin): 361.1 kJ/mol
HOMO: -8.2279 eV
LUMO: -0.20 eV
HOMO-LUMO gap: 0.2951 hartree

Last column: Löwdin charge in e.
Cartesian coordinates (Å):
C 0.4524 -0.3478 -0.4066  -0.288
C 0.5714 0.8912 0.1793  -0.034
O 0.8886 -1.4037 -0.7187  0.093
O -1.6614 -0.4129 -0.2380  -0.976
I -1.8592 -2.3297 0.0098  0.804
H 1.7044 1.1623 0.2958  0.155
H -0.1297 1.6061 -0.2670  0.118
H 0.0335 0.8346 1.1453  0.128

Record 6
Molecular formula: C6H14O
Method: DFT, ωB97M-V/def2-TZVPD

Computed properties:
Energy relative to the best compared isomer or geometry (same formula, charge and spin): 655.8 kJ/mol
HOMO (spin up / spin down): -7.6208 / -9.2309 eV
LUMO (spin up / spin down): -0.14 / 0.29 eV
HOMO-LUMO gap (spin up / spin down): 0.2750 / 0.3498 hartree

Last column: Löwdin charge in e.
Cartesian coordinates (Å):
C -3.3362 0.4748 0.2393  -0.064
C -2.1023 0.9587 -0.0255  -0.239
C -0.8325 0.5330 0.6623  -0.249
C 0.3625 0.3654 -0.2788  -0.231
C 1.6378 -0.1071 0.4188  -0.201
C 2.7377 -0.3800 -0.5937  -0.298
O 3.8956 -0.7991 0.1002  -0.068
H -2.6917 -2.4984 0.2684  0.014
H -4.2326 0.9719 -0.1225  0.069
H -3.4810 -0.4332 0.8141  0.008
H -2.2853 -0.7885 -0.6862  0.131
H -2.0316 1.8516 -0.6489  0.112
H -0.6211 1.3192 1.4005  0.125
H -1.0159 -0.3951 1.2144  0.094
H 0.5591 1.3144 -0.7983  0.118
H 0.0950 -0.3671 -1.0531  0.105
H 1.9966 0.6393 1.1397  0.122
H 1.4459 -1.0291 0.9820  0.123
H 2.3933 -1.1534 -1.3002  0.121
H 2.9331 0.5336 -1.1804  0.120
H 4.5735 -1.0110 -0.5521  0.086

Record 7
Molecular formula: C2H5IP2
Method: DFT, ωB97M-V/def2-TZVPD

Computed properties:
Energy relative to the best compared isomer or geometry (same formula, charge and spin): 153.6 kJ/mol
HOMO: -8.8486 eV
Structure (SMILES): C=C=P#[PH2].I
LUMO: -0.03 eV
HOMO-LUMO gap: 0.3243 hartree

Last column: Löwdin charge in e.
Cartesian coordinates (Å):
C -0.5251 -1.7024 -0.0908  -0.146
C -0.3513 -0.8890 0.8865  -0.704
P -0.2490 0.1539 2.1254  0.610
P -0.0622 1.9376 0.7007  0.469
H -1.5982 -2.0640 -0.3006  0.107
H 0.1263 -2.1676 -0.7427  0.011
H 1.4313 1.6964 0.5002  -0.102
H 0.0848 2.8867 1.5942  -0.260
I 0.4609 0.1874 -3.1841  0.320
H 0.6824 -0.0389 -1.4889  -0.306

Record 8
Molecular formula: C6H11N
Method: DFT, ωB97M-V/def2-TZVPD

Computed properties:
Energy relative to the best compared isomer or geometry (same formula, charge and spin): 234.0 kJ/mol
HOMO: -8.4003 eV
Structure (SMILES): C=C/C(=C/N)CC
LUMO: 1.07 eV
HOMO-LUMO gap: 0.3479 hartree

Last column: Löwdin charge in e.
Cartesian coordinates (Å):
C 0.5639 -2.0620 1.5302  0.019
C 0.1026 -1.6027 0.3545  -0.151
C -0.3343 -0.1983 0.1789  -0.286
C -1.3237 0.3730 0.8874  -0.143
N -1.8058 1.6715 0.5328  0.014
C 0.7891 0.6318 -0.3822  -0.213
C 1.0006 0.4928 -1.9349  -0.078
H 0.2602 -1.4936 2.4040  0.064
H 0.8771 -3.0943 1.5668  0.048
H 0.1416 -2.1213 -0.5999  0.103
H -1.8537 -0.0908 1.7119  0.105
H -2.6116 1.7849 -0.0332  0.061
H -1.0953 2.3765 0.6195  0.060
H 1.6613 0.3041 0.1958  0.110
H 0.7527 1.6893 -0.1191  0.094
H 1.1416 -0.5335 -2.2771  0.060
H -0.0171 0.7349 -2.2468  0.069
H 1.7508 1.1375 -2.3887  0.064

Record 9
Molecular formula: C6H8NS
Method: DFT, ωB97M-V/def2-TZVPD

Computed properties:
Charge: -1
Energy relative to the best compared isomer or geometry (same formula, charge and spin): 69.3 kJ/mol
HOMO: -1.8447 eV
Structure (SMILES): Cc1c[nH]c([S-])c1C
LUMO: 3.86 eV
HOMO-LUMO gap: 0.2096 hartree

Last column: Löwdin charge in e.
Cartesian coordinates (Å):
C -1.9491 0.4071 -0.0523  -0.089
C -0.4574 0.4546 -0.0254  -0.293
C 0.2112 1.6410 0.1937  -0.140
N 1.5414 1.3802 0.2969  -0.037
C 1.8641 0.0997 0.2354  -0.899
S 3.4363 -0.4191 0.1593  0.299
C 0.5493 -0.5959 -0.0034  -0.248
C 0.0822 -1.9809 -0.1219  -0.101
H -2.3902 0.8645 0.8231  0.057
H -2.4902 0.9375 -0.9854  0.106
H -2.1554 -0.6244 -0.2630  0.026
H -0.1208 2.5795 0.1703  0.049
H 2.1550 2.1106 0.2215  0.088
H -0.8672 -1.7901 -0.6781  0.057
H 0.7686 -2.6257 -0.7471  0.086
H -0.1777 -2.4388 0.7763  0.039

Record 10
Molecular formula: C4H5BrFIN2
Method: DFT, ωB97M-V/def2-TZVPD

Computed properties:
Energy relative to the best compared isomer or geometry (same formula, charge and spin): 194.1 kJ/mol
HOMO (spin up / spin down): -8.6392 / -7.6250 eV
LUMO (spin up / spin down): -0.52 / -0.88 eV
HOMO-LUMO gap (spin up / spin down): 0.2985 / 0.2479 hartree

Last column: Löwdin charge in e.
Cartesian coordinates (Å):
C -0.1132 0.0028 -1.0522  -0.779
C 1.1131 1.0789 1.6275  -0.824
C -1.7990 -1.4112 -0.0518  -0.155
C 1.2171 0.1067 -1.5496  -0.157
N 1.6268 2.1080 2.0712  -0.001
N -0.5328 -1.0688 -0.5608  -0.090
F 2.1501 -0.7704 -1.2105  0.029
Br -1.3304 1.4908 -1.5337  0.625
I 1.2177 -0.8356 2.0486  0.990
H -1.7255 -2.2886 0.5989  0.077
H -2.5485 -1.6524 -0.8242  0.107
H -1.9895 -0.7086 0.6302  0.023
H 1.5247 0.9189 -2.1470  0.089
H 1.1893 3.0295 1.9533  0.068

Record 11
Molecular formula: C6H11N
Method: DFT, ωB97M-V/def2-TZVPD

Computed properties:
Energy relative to the best compared isomer or geometry (same formula, charge and spin): 11.3 kJ/mol
HOMO: -11.3492 eV
Structure (SMILES): CCC[C@@H](C)C#N
LUMO: 0.92 eV
HOMO-LUMO gap: 0.4509 hartree

Last column: Löwdin charge in e.
Cartesian coordinates (Å):
C -2.4646 -0.3086 -0.9343  -0.118
C -1.3810 0.2981 -0.0481  -0.270
C 0.0449 -0.0486 -0.4996  -0.192
C 1.0429 -0.1491 0.6680  -0.377
C 2.4959 -0.2948 0.2030  -0.068
C 0.9118 1.0094 1.5689  -0.213
N 0.7994 1.9196 2.2746  0.156
H -3.4613 -0.0238 -0.5814  0.071
H -2.3708 0.0191 -1.9758  0.074
H -2.4063 -1.4035 -0.9210  0.073
H -1.4916 1.3882 -0.0100  0.111
H -1.5310 -0.0503 0.9823  0.110
H 0.0572 -1.0185 -1.0146  0.118
H 0.4086 0.6920 -1.2240  0.124
H 0.7690 -1.0300 1.2645  0.147
H 2.5853 -1.1463 -0.4793  0.082
H 2.8245 0.6064 -0.3243  0.087
H 3.1671 -0.4592 1.0510  0.084